Entry 1:
CH4ORb | ωB97M-V with the def2-TZVPD basis set

The value obtained for the HOMO energy is -14.60 eV. Its charge is +1. The relative energy (zero: lowest compared OMol25 entry of this formula, charge and spin) comes out at 0.238 eV. As for the LUMO energy: -4.21 eV.

Geometry (Å):
Rb (-4.900, 0.721, 24.854)
C (-6.293, 1.569, 21.341)
O (-6.669, 0.824, 22.459)
H (-7.028, 1.491, 20.540)
H (-6.218, 2.582, 21.737)
H (-5.379, 1.223, 20.857)
H (-6.409, -0.094, 22.359)

=====

Entry 2:
CH4OS | ωB97M-V with the def2-TZVPD basis set

The value obtained for the HOMO energy (alpha / beta) is -7.51 / -11.20 eV. As for the expectation value of S²: 2.01. The spin multiplicity is 3. The relative energy (zero: lowest compared OMol25 entry of this formula, charge and spin) comes out at 0.293 eV. As for the LUMO energy (alpha / beta): 0.87 / -1.80 eV.

Geometry (Å):
C (0.095, 1.227, 0.410)
O (0.211, -1.514, -0.134)
S (0.070, 1.535, -1.108)
H (-0.641, -1.323, -0.397)
H (0.148, 2.227, 0.938)
H (0.491, -0.787, 0.488)
H (0.641, 0.318, -1.564)

=====

Entry 3:
CH5AgINO3P2 | ωB97M-V with the def2-TZVPD basis set

The value obtained for the HOMO energy (alpha / beta) is -12.23 / -12.61 eV. As for the expectation value of S²: 0.76. The spin multiplicity is 2. Its charge is +1. As for the LUMO energy (alpha / beta): -5.27 / -6.01 eV.

Geometry (Å):
N (-0.307, -1.267, 2.252)
P (0.218, -0.934, 0.720)
O (-0.498, -2.061, -0.174)
C (-0.330, 0.672, 0.214)
I (-2.279, 1.196, 0.643)
P (0.225, 0.883, -1.487)
O (-0.837, 1.893, -2.140)
O (1.592, 1.801, -1.265)
H (-0.478, -0.436, 2.809)
H (-1.099, -1.899, 2.292)
H (0.139, -2.632, -0.627)
H (-0.912, 1.730, -3.092)
H (1.982, 1.400, -0.457)
Ag (2.586, -0.346, 0.311)

=====

Entry 4:
CH5BN2O3 | ωB97M-V with the def2-TZVPD basis set

The value obtained for the HOMO energy is -9.86 eV. The relative energy (zero: lowest compared OMol25 entry of this formula, charge and spin) comes out at 1.030 eV. As for the LUMO energy: 0.17 eV.

Geometry (Å):
N (-2.248, -0.210, 0.050)
C (-1.077, 0.466, -0.022)
O (-1.002, 1.587, -0.346)
N (0.029, -0.290, 0.032)
B (1.401, 0.101, -0.048)
O (1.716, 1.355, 0.260)
O (2.286, -0.958, -0.220)
H (-2.406, -0.975, 0.754)
H (-3.048, 0.548, 0.109)
H (-0.161, -1.473, -0.364)
H (2.645, 1.608, 0.262)
H (1.865, -1.758, -0.466)

=====

Entry 5:
CH5BN2O3 | ωB97M-V with the def2-TZVPD basis set

The value obtained for the HOMO energy is -9.72 eV. The relative energy (zero: lowest compared OMol25 entry of this formula, charge and spin) comes out at 0.254 eV. As for the LUMO energy: 0.24 eV.

Geometry (Å):
N (2.125, -0.222, -0.121)
C (0.889, -0.860, 0.042)
O (0.903, -2.042, 0.304)
N (-0.190, -0.006, -0.054)
B (-1.606, -0.462, -0.054)
O (-1.875, -1.726, -0.351)
O (-2.529, 0.491, 0.338)
H (2.024, 0.722, 0.248)
H (2.828, -0.825, 0.217)
H (0.238, 0.817, -0.458)
H (-2.650, -2.144, 0.156)
H (-2.348, 1.450, 0.110)

=====

Entry 6:
CH5BNO4S | ωB97M-V with the def2-TZVPD basis set

The value obtained for the HOMO energy is -4.68 eV. Its charge is -1. The relative energy (zero: lowest compared OMol25 entry of this formula, charge and spin) comes out at 0.000 eV. As for the LUMO energy: 3.53 eV.

Geometry (Å):
B (-0.656, 0.433, -0.004)
C (-0.421, -1.133, 0.359)
N (1.118, -1.322, 0.498)
O (3.004, 0.086, -0.311)
O (0.742, 0.867, -0.544)
O (-0.849, 1.378, 1.048)
O (-1.539, 0.578, -1.185)
S (1.750, 0.316, 0.439)
H (-1.130, -1.506, 1.139)
H (-0.626, -1.689, -0.548)
H (1.584, -1.621, -0.353)
H (-1.378, 2.067, 0.818)
H (-1.599, 1.546, -1.355)

=====

Number 1: E -139.60197 a.u., strongest force on any atom 1.98 eV/A. Number 2: E -513.74201 a.u., strongest force on any atom 6.30 eV/A. Number 3: E -1448.68980 a.u., strongest force on any atom 1.43 eV/A. Number 4: E -401.31197 a.u., strongest force on any atom 7.11 eV/A. Number 5: E -401.34051 a.u., strongest force on any atom 3.26 eV/A. Number 6: E -820.00240 a.u., strongest force on any atom 3.87 eV/A.